Formula: C54H135N9O18
Source: OMol25
Level of theory: wB97M-V/def2-TZVPD

Output
SMILES: COCCNCCOC.COCCNCCOC.COCCNCCOC.COCCNCCOC.COCCNCCOC.COCCNCCOC.COCCNCCOC.COCCNCCOC.COCCNCCOC
Electronic energy: -108437.884 eV
Relative energy (zero: lowest compared OMol25 entry of this formula, charge and spin): 4.702 eV
Kohn-Sham gap: 8.82 eV
Max |F|: 2.72 eV/Å

Geometry (Å):
C1 12.4807 11.5235 0.2723
O1 13.7597 11.8250 0.8021
C2 14.8033 10.8463 0.6091
C3 15.0058 10.1499 1.9573
N1 15.7948 11.0021 2.8240
C4 15.9530 10.3700 4.1290
C5 17.0230 11.0332 5.0234
O2 16.7316 12.3770 5.3990
C6 17.6551 12.8860 6.3166
H1 11.7774 12.3562 0.2716
H2 11.9550 10.8019 0.8977
H3 12.5702 11.1538 -0.7491
H4 15.6797 11.3318 0.1797
H5 14.5335 10.1666 -0.1992
H6 15.4990 9.1830 1.8577
H7 14.0199 9.8779 2.3344
H8 15.3596 11.9124 2.8677
H9 16.1706 9.3190 3.9388
H10 15.0049 10.3778 4.6669
H11 17.9851 11.0592 4.5117
H12 17.1928 10.4988 5.9581
H13 17.8391 12.2495 7.1821
H14 17.2016 13.7457 6.8100
H15 18.5928 13.0679 5.7915
C7 8.6215 22.9805 19.4178
O3 8.6611 21.6340 19.0491
C8 8.7753 21.5109 17.6177
C9 9.3090 20.1530 17.2172
N2 10.0515 20.2001 15.9140
C10 10.3109 18.8269 15.5691
C11 11.0404 18.5955 14.2289
O4 10.0597 18.8185 13.1902
C12 10.4403 18.4867 11.9006
H16 7.8772 23.6270 18.9529
H17 9.6130 23.4109 19.2770
H18 8.4608 23.1098 20.4881
H19 9.4760 22.2520 17.2330
H20 7.7895 21.6999 17.1928
H21 8.5403 19.3806 17.2430
H22 9.9940 19.9065 18.0285
H23 9.4504 20.6079 15.2123
H24 9.3388 18.3454 15.4629
H25 10.9962 18.3173 16.2464
H26 11.4202 17.5742 14.2011
H27 11.9546 19.1743 14.0971
H28 11.3287 19.0133 11.5519
H29 9.6245 18.5833 11.1842
H30 10.6971 17.4385 11.7475
C13 8.5153 15.5004 15.0376
O5 9.1232 14.3288 14.5744
C14 9.4660 13.3012 15.5246
C15 10.1431 12.0844 14.7365
N3 11.3094 12.5931 14.0520
C16 11.7866 11.7569 12.9389
C17 13.0875 12.3543 12.3809
O6 13.0246 13.7306 12.1732
C18 14.0888 14.2356 11.3529
H31 8.9794 15.9413 15.9198
H32 7.4579 15.2826 15.1874
H33 8.6193 16.3276 14.3355
H34 8.5648 12.8907 15.9799
H35 10.1430 13.6402 16.3087
H36 9.4457 11.6516 14.0193
H37 10.2626 11.1955 15.3559
H38 11.2625 13.5720 13.8080
H39 11.0164 11.8677 12.1756
H40 11.8779 10.7231 13.2719
H41 13.3057 11.8373 11.4464
H42 13.9141 12.1743 13.0682
H43 15.0875 13.9706 11.6999
H44 14.0309 15.3068 11.1598
H45 13.9903 13.8357 10.3437
C19 20.1037 9.0884 5.2454
O7 19.1584 8.6554 4.3034
C20 19.2338 7.3178 3.9110
C21 17.8331 6.8808 3.2773
N4 16.9079 6.6889 4.4132
C22 15.5406 6.5537 3.9034
C23 14.6232 5.9075 5.0252
O8 14.5251 6.7809 6.1253
C24 13.6944 6.2992 7.1412
H46 21.1575 8.8559 5.0922
H47 19.7616 8.8563 6.2539
H48 19.9935 10.1709 5.1798
H49 19.5398 6.7270 4.7743
H50 20.0819 7.1541 3.2462
H51 17.8589 6.0126 2.6187
H52 17.5742 7.7194 2.6309
H53 16.8865 7.5479 4.9441
H54 15.4976 5.8648 3.0598
H55 15.1680 7.5240 3.5751
H56 15.1507 4.9774 5.2370
H57 13.6430 5.6520 4.6228
H58 14.1205 5.3256 7.3830
H59 12.6605 6.1899 6.8137
H60 13.6808 6.8728 8.0680
C25 9.8723 17.7110 8.1215
O9 10.1596 17.8467 6.7607
C26 10.8378 16.7479 6.2629
C27 11.5774 17.2767 4.9976
N5 12.3626 16.1728 4.4304
C28 13.2039 16.5465 3.3199
C29 14.0337 15.3413 2.9307
O10 15.2993 15.7697 2.3713
C30 16.1571 14.7003 2.0002
H61 10.6241 17.6591 8.9091
H62 9.3605 16.7509 8.1872
H63 9.2145 18.5256 8.4245
H64 10.0898 16.0370 5.9117
H65 11.5820 16.2854 6.9113
H66 12.2539 18.0775 5.2962
H67 10.8560 17.6270 4.2594
H68 11.7612 15.4196 4.1287
H69 13.8801 17.3567 3.5927
H70 12.6150 17.0357 2.5440
H71 13.4556 14.7561 2.2155
H72 14.1999 14.6773 3.7789
H73 15.6530 13.7867 1.6850
H74 16.8139 14.4392 2.8300
H75 16.8091 14.9364 1.1592
C31 4.8440 17.8729 9.3318
O11 5.8251 16.8440 9.6109
C32 6.3570 17.0817 10.9896
C33 7.2377 15.9227 11.4468
N6 8.4339 15.8820 10.6173
C34 9.3958 14.7899 11.0141
C35 10.1830 14.3096 9.8370
O12 9.2862 13.9347 8.7627
C36 9.9722 13.1806 7.7053
H76 4.7452 17.8766 8.2463
H77 5.1630 18.9023 9.4950
H78 3.8663 17.6851 9.7756
H79 5.5695 17.1536 11.7398
H80 6.9513 17.9942 10.9409
H81 6.6195 15.0333 11.3243
H82 7.4864 16.1251 12.4886
H83 8.1691 15.7052 9.6588
H84 8.7172 13.9908 11.3124
H85 9.9879 15.0931 11.8776
H86 10.7549 13.4175 10.0924
H87 10.9081 15.0894 9.6039
H88 10.8371 13.7728 7.4064
H89 9.3550 12.7190 6.9345
H90 10.4087 12.2972 8.1714
C37 13.4122 17.1911 9.0398
O13 13.3185 15.8622 8.5729
C38 14.2456 15.5042 7.6157
C39 13.9650 14.1395 7.0950
N7 14.1293 13.0206 8.0696
C40 14.0968 11.7153 7.4097
C41 13.8948 10.6192 8.3921
O14 12.6198 10.8076 8.9671
C42 12.1866 9.7467 9.8178
H91 14.4554 17.3471 9.3144
H92 12.7733 17.1978 9.9229
H93 12.9635 17.9433 8.3909
H94 15.2739 15.6331 7.9535
H95 14.0501 16.0851 6.7143
H96 14.5991 13.9923 6.2207
H97 12.9112 14.1744 6.8188
H98 13.3774 13.0996 8.7394
H99 15.0345 11.5684 6.8738
H100 13.2742 11.6334 6.6993
H101 14.7766 10.6259 9.0328
H102 13.9400 9.6648 7.8674
H103 12.1656 8.7723 9.3297
H104 11.1976 10.0207 10.1850
H105 12.8720 9.5835 10.6495
C43 11.7432 9.1797 4.4983
O15 10.3389 9.4951 4.7727
C44 10.0155 9.8551 6.1029
C45 9.9473 8.6493 7.0197
N8 8.9816 7.6404 6.5711
C46 9.3052 6.3393 7.1463
C47 9.5188 6.2513 8.6853
O16 10.8874 6.5751 8.9514
C48 11.2310 6.3224 10.3017
H106 11.8853 8.9947 3.4336
H107 11.9821 8.2322 4.9813
H108 12.4274 9.9084 4.9330
H109 9.0828 10.4192 6.1048
H110 10.8281 10.4497 6.5203
H111 9.8841 8.9678 8.0602
H112 10.9033 8.1390 6.9019
H113 9.0413 7.4824 5.5754
H114 10.2099 5.9928 6.6467
H115 8.5714 5.6012 6.8225
H116 9.3007 5.2215 8.9683
H117 8.8150 6.7934 9.3168
H118 12.2665 6.6403 10.4235
H119 11.2585 5.2724 10.5930
H120 10.6037 6.8814 10.9961
C49 14.7361 19.1986 6.5408
O17 14.7859 19.7133 7.8382
C50 14.8070 21.0964 7.8981
C51 14.7310 21.5281 9.3479
N9 15.8970 20.9973 10.0948
C52 15.7035 21.0948 11.5280
C53 14.7061 20.0092 11.9593
O18 15.2339 18.6896 11.8568
C54 14.7988 17.7877 12.8574
H121 15.6082 19.6267 6.0465
H122 13.8548 19.4584 5.9544
H123 14.9164 18.1277 6.4478
H124 13.9244 21.4687 7.3780
H125 15.6926 21.5207 7.4249
H126 13.8125 21.1668 9.8103
H127 14.7882 22.6095 9.4721
H128 15.8867 20.0316 9.7990
H129 15.2457 22.0190 11.8807
H130 16.6269 20.9570 12.0906
H131 13.7874 20.0073 11.3728
H132 14.4224 20.1650 13.0002
H133 13.7217 17.7957 13.0245
H134 15.2994 17.8399 13.8242
H135 15.0732 16.7914 12.5108

Atom charges from the Mulliken analysis, given in e for atoms 1 to 2: C -0.801; O -0.178